DFT (wB97M-V/def2-TZVPD) results for a 3-piece molecular cluster, C17H11F2NO8S overall in a non-equilibrium geometry.

Geometry as XYZ:
```
40
C17H11F2NO8S | OMol25 | wB97M-V/def2-TZVPD
O -1.3671 -2.8788 2.1930
C -1.0966 -2.1646 1.0807
C 0.4459 -1.6637 0.6708
C 0.6249 -0.2928 0.0432
N 2.0407 0.0729 -0.3444
C 2.4144 -0.8795 -1.3013
S 2.6557 -2.1798 -2.4235
C -0.7056 0.6919 -0.1978
O -0.6873 2.0170 0.0065
C -2.0796 -0.1384 -0.6679
C -3.1949 0.4447 -1.7262
C -4.4671 -0.5708 -2.0986
C -4.6373 -2.0884 -1.4573
C -3.5357 -2.6445 -0.3561
C -2.2783 -1.6537 0.0126
H 1.3783 -2.3841 0.8287
H -3.0692 1.5245 -2.1849
H -5.2483 -0.1778 -2.8783
H -5.5523 -2.7641 -1.7950
H -3.5947 -3.7244 0.1417
C 0.6009 3.4651 -2.4671
C 1.5410 4.3261 -3.2395
O 2.1750 3.4202 -4.1136
C 1.2582 2.4357 -4.3300
O 1.3285 1.6220 -5.2360
O 0.2449 2.4757 -3.4117
F 2.4799 4.8633 -2.4285
H 1.0759 2.9880 -1.6033
H -0.2799 4.0145 -2.1240
H 1.0525 5.1165 -3.8192
C 1.3862 -2.0460 4.5589
C 1.5834 -0.6142 4.9232
O 2.9812 -0.4459 4.8536
C 3.4000 -1.3427 3.9171
O 4.4955 -1.3117 3.3816
O 2.4392 -2.2776 3.6448
F 1.1893 -0.3815 6.1953
H 1.4945 -2.7199 5.4155
H 0.4145 -2.2263 4.0914
H 1.0933 0.0929 4.2456
```

Results
Orbital gap in eV: 7.272
Electronic energy in eV: -51932.74022
SMILES string: O=C1C=C(N=C=S)C(=O)c2ccccc21.O=C1OC[C@@H](F)O1.O=C1OC[C@@H](F)O1
Highest occupied orbital energy in eV: -9.47
2S+1: 1
Lowest unoccupied orbital energy in hartree: -0.08076